DFT (wB97M-V/def2-TZVPD) results for 4 unconnected molecules or ions with the total composition C39H66BCl2F5NO9S at a distorted geometry.

Structure (ORCA input):
```
! RIJCOSX wB97M-V def2-TZVPD def2/J DEFGRID3
* xyz -1 1
C -7.09052 3.49298 1.16186
O -6.63151 4.82622 1.24033
C -5.33831 5.04306 0.69683
C -5.39175 5.62727 -0.71194
C -4.00540 5.69902 -1.37707
C -3.64426 4.52391 -2.29218
C -3.31847 3.20090 -1.57475
C -4.51411 2.24107 -1.39333
C -4.58869 1.12351 -2.45443
C -4.19343 -0.25683 -1.91476
C -3.75915 -1.28933 -2.97729
C -2.61967 -2.18584 -2.46022
B -1.13596 -1.49301 -2.28484
C -1.01884 -0.04314 -3.02787
C -0.96632 -0.06309 -4.59078
C -1.17884 -1.40945 -5.26890
Cl -1.00030 -1.24001 -7.06994
O -0.02249 -2.43188 -2.71508
C 0.93416 -2.57733 -1.68463
C 1.56334 -3.97040 -1.75526
C 2.37678 -4.21710 -3.04460
C 3.89782 -4.25280 -2.80189
C 4.69336 -3.90179 -4.03608
F 4.49883 -4.84212 -5.00777
F 4.28871 -2.72859 -4.58599
C 6.24524 -3.79413 -3.80383
F 6.75776 -2.70433 -4.34823
F 6.53669 -3.77631 -2.50126
F 6.87687 -4.84913 -4.32701
C 2.06588 -1.52091 -1.83854
C 1.97905 -0.12483 -1.19725
C 3.30639 0.34350 -0.63249
O 4.37718 -0.04567 -0.98692
O 3.22832 1.31570 0.30754
C 0.02204 -2.37911 -0.44802
C 0.56319 -2.23584 0.99426
C 1.74690 -1.35722 1.26645
O 1.73747 -0.27242 1.69156
Cl 3.31300 -2.14811 0.95428
N -0.81060 -3.71028 -0.34479
C -1.70474 -3.93714 0.37526
S -2.91369 -4.32134 1.32258
O -0.80907 -1.35046 -0.75667
H -6.29910 2.77936 1.43092
H -7.91520 3.39053 1.87445
H -7.45732 3.23877 0.15590
H -4.76946 4.10076 0.69265
H -4.81478 5.73864 1.36781
H -5.83861 6.62689 -0.65101
H -6.06977 5.01293 -1.31958
H -3.92941 6.62744 -1.95668
H -3.23489 5.76795 -0.59096
H -2.77291 4.82962 -2.88429
H -4.46188 4.36814 -3.01231
H -2.87111 3.43732 -0.59728
H -2.53212 2.67906 -2.13432
H -4.47033 1.78135 -0.39666
H -5.44227 2.82923 -1.43374
H -3.92822 1.37257 -3.29973
H -5.60466 1.08181 -2.87342
H -3.36853 -0.13064 -1.19785
H -5.04591 -0.66511 -1.35158
H -4.62545 -1.91488 -3.24301
H -3.48823 -0.75155 -3.89761
H -2.95152 -2.51097 -1.46071
H -2.55713 -3.11276 -3.05026
H -1.82200 0.63393 -2.71216
H -0.09935 0.45122 -2.69994
H 0.01317 0.29999 -4.93487
H -1.70267 0.63995 -5.00710
H -0.43955 -2.14502 -4.96020
H -2.17864 -1.81677 -5.12446
H 2.20570 -4.12415 -0.87705
H 0.75153 -4.69579 -1.69185
H 2.07298 -5.17961 -3.47232
H 2.12518 -3.46774 -3.80109
H 4.20626 -5.26874 -2.51764
H 4.19868 -3.59244 -1.98445
H 2.15359 -1.39923 -2.92414
H 3.00857 -1.95415 -1.48560
H 1.75795 0.62624 -1.96800
H 1.16970 -0.02940 -0.46572
H 2.30075 1.46361 0.54551
H -0.25101 -1.79239 1.58100
H 0.78867 -3.22922 1.39608
C 3.95846 -2.83099 5.70142
C 4.84341 -3.99942 5.26912
C 3.80589 -4.99029 4.75400
O 2.73886 -4.20908 4.22190
C 2.89123 -2.84406 4.61444
H 4.48585 -1.87894 5.75429
H 3.51825 -3.03682 6.68006
H 5.50920 -3.69165 4.45981
H 5.44892 -4.41042 6.07639
H 3.42427 -5.61737 5.56770
H 4.18691 -5.64096 3.96523
H 3.20696 -2.25751 3.74726
H 1.92427 -2.47050 4.95578
C 1.70674 -2.35173 10.88095
C 3.17903 -1.97635 11.04607
C 3.87003 -3.14524 10.35353
O 2.98570 -3.57106 9.31938
C 1.70483 -2.96211 9.48486
H 1.02698 -1.50526 10.96738
H 1.42061 -3.09907 11.62398
H 3.39160 -1.04360 10.51988
H 3.48912 -1.86196 12.08401
H 4.03755 -3.97489 11.04939
H 4.82668 -2.87400 9.90449
H 1.56905 -2.19286 8.71702
H 0.93755 -3.72428 9.34669
C 0.74604 7.39167 -4.05524
C -0.18174 8.58234 -3.81481
C -1.51546 8.03234 -4.30786
O -1.48600 6.63230 -4.04669
C -0.16286 6.22191 -3.69898
H 1.65302 7.41397 -3.45280
H 1.03422 7.34237 -5.10726
H -0.23572 8.80894 -2.74789
H 0.11914 9.48700 -4.34201
H -1.63812 8.19717 -5.38424
H -2.37520 8.46543 -3.79356
H -0.12446 6.00201 -2.62640
H 0.07265 5.30843 -4.24541
*
```

**HOMO level**: -5.65 eV
**HOMO-LUMO gap**: 0.2822 Ha
**LUMO level**: 2.03 eV

Results of the Mulliken charge analysis, in e, for atoms 1 through 99: C -0.638; O -0.412; C -0.314; C -0.548; C -0.496; C -0.510; C -0.576; C -0.186; C -1.007; C -0.390; C -1.067; C -0.838; B 1.643; C 1.483; C -1.319; C 0.302; Cl -0.286; O -0.378; C 1.060; C -1.012; C -1.019; C -0.857; C 0.921; F -0.347; F -0.298; C 0.542; F -0.266; F -0.271; F -0.276; C -0.730; C -1.594; C -0.057; O -0.528; O -0.532; C 1.309; C -2.205; C 1.061; O -0.578; Cl -0.245; N -0.547; C 0.407; S -0.451; O -0.787; H 0.293; H 0.274; H 0.238; H 0.155; H 0.327; H 0.358; H 0.260; H 0.083; H 0.363; H 0.070; H 0.367; H 0.530; H 0.049; H 0.397; H 0.051; H 0.308; H 0.445; H 0.036; H 0.491; H 0.521; H 0.366; H 0.020; H 0.239; H -1.357; H -0.367; H 0.481; H 0.411; H -0.117; H 0.166; H 0.387; H 0.665; H 0.402; H 0.359; H 0.488; H 0.347; H 0.820; H -0.178; H 0.706; H 0.787; H 0.431; H 0.572; H 0.584; C -0.195; C -0.611; C -0.441; O -0.393; C -0.135; H 0.385; H -0.072; H 0.280; H 0.347; H 0.259; H 0.274; H -0.037; H 0.323; C -0.544